This record from the OMol25 dataset describes a cluster of 6 separate species, C23H54BrNO18S5 in total. The level of theory is ωB97M-V/def2-TZVPD.

Each line ends with the Mulliken charge.
CARTESIAN COORDINATES (ANGSTROEM)
C (-2.7903, 2.8396, 0.9132)  0.898
C (-2.4182, 4.2129, 0.3357)  -0.103
C (-2.8847, 4.4705, -1.0951)  -0.814
O (-2.2102, 3.5873, -2.0203)  -0.363
C (-2.7840, 2.3986, -2.2841)  0.303
O (-3.9632, 2.2154, -2.3919)  -0.680
N (-1.8432, 1.3851, -2.3197)  0.628
C (-0.4196, 1.7514, -2.3718)  -0.200
C (0.0742, 2.2149, -0.9984)  -0.454
C (-2.2679, 0.3274, -3.2342)  -0.703
C (-3.1667, -0.6387, -2.5011)  0.536
O (-4.2295, -1.0179, -2.7433)  -0.436
Br (-2.2133, -1.2679, -0.9126)  -0.210
H (-2.5262, 2.0122, 0.2381)  -0.266
H (-2.2479, 2.6652, 1.8572)  -1.139
H (-3.8690, 2.7883, 1.1334)  0.573
H (-1.3291, 4.3750, 0.4048)  0.106
H (-2.8889, 4.9899, 0.9636)  0.358
H (-3.9717, 4.3656, -1.2125)  0.376
H (-2.6114, 5.4861, -1.4166)  0.323
H (0.1439, 0.8458, -2.6432)  -0.063
H (-0.2075, 2.5013, -3.1530)  0.226
H (-0.0540, 3.2880, -0.8250)  0.111
H (1.1399, 1.9705, -0.8797)  0.508
H (-0.4688, 1.6437, -0.2330)  -0.173
H (-1.3674, -0.2264, -3.5334)  0.410
H (-2.8095, 0.6613, -4.1359)  0.369
O (-1.2037, -4.4098, 1.0082)  -0.681
S (-1.9786, -3.7655, 2.0268)  1.021
O (-1.5612, -2.4735, 2.4870)  -0.498
O (-2.1062, -4.7544, 3.2630)  -0.279
C (-0.8800, -5.3432, 3.7673)  -0.381
C (-0.0767, -4.3867, 4.6201)  -0.893
C (-3.6778, -3.7271, 1.5932)  -0.733
H (-0.3040, -5.7188, 2.9212)  0.345
H (-1.2258, -6.1972, 4.3457)  0.286
H (0.3278, -3.5676, 4.0284)  0.211
H (0.7514, -4.9280, 5.0790)  0.392
H (-0.6996, -3.9618, 5.4071)  0.262
H (-3.9758, -4.7239, 1.2808)  0.347
H (-3.7749, -3.0177, 0.7733)  0.170
H (-4.2442, -3.3945, 2.4589)  0.315
O (-0.1906, 2.4531, 2.0718)  -0.616
S (-0.4894, 1.6205, 3.1997)  1.216
O (-1.6203, 1.9561, 4.0134)  -0.543
O (0.8054, 1.5064, 4.1060)  -0.357
C (1.4608, 2.7508, 4.4723)  -0.403
C (0.7419, 3.4889, 5.5791)  -0.791
C (-0.5969, -0.0600, 2.7031)  -1.210
H (1.5653, 3.3616, 3.5754)  0.265
H (2.4539, 2.4333, 4.7821)  0.344
H (-0.2232, 3.8675, 5.2470)  0.321
H (1.3536, 4.3328, 5.8995)  0.457
H (0.5744, 2.8304, 6.4313)  0.241
H (0.2784, -0.3043, 2.1077)  0.398
H (-1.5050, -0.1509, 2.1089)  0.178
H (-0.6615, -0.6835, 3.5905)  0.592
O (-4.0361, 5.2517, 3.4334)  -0.600
S (-3.5652, 5.8010, 4.6711)  1.274
O (-2.2005, 6.2220, 4.7618)  -0.643
O (-3.8957, 4.7800, 5.8334)  -0.321
C (-3.4866, 3.3957, 5.6229)  -0.577
C (-2.0057, 3.1825, 5.8337)  -0.386
C (-4.6145, 7.1077, 5.1966)  -1.055
H (-3.8026, 3.0927, 4.6247)  0.366
H (-4.0808, 2.8444, 6.3483)  0.234
H (-1.4177, 3.6758, 5.0633)  -0.246
H (-1.7895, 2.1157, 5.7907)  0.412
H (-1.6998, 3.5727, 6.8051)  0.372
H (-5.6458, 6.7702, 5.1482)  0.318
H (-4.4439, 7.9327, 4.5085)  0.382
H (-4.3350, 7.3897, 6.2080)  0.345
O (2.4063, 0.7307, -4.3856)  -0.642
S (3.3603, -0.2742, -4.0153)  1.210
O (4.3271, 0.0260, -3.0045)  -0.650
O (4.1004, -0.7669, -5.3361)  -0.133
C (4.6763, 0.2622, -6.1824)  -0.364
C (5.9870, 0.7952, -5.6482)  -1.012
C (2.5479, -1.7798, -3.6419)  -0.854
H (3.9374, 1.0527, -6.3170)  0.316
H (4.8105, -0.2369, -7.1403)  0.276
H (5.8441, 1.3549, -4.7259)  0.281
H (6.4330, 1.4562, -6.3922)  0.412
H (6.6774, -0.0231, -5.4434)  0.255
H (1.8448, -2.0041, -4.4401)  0.316
H (2.0221, -1.6371, -2.6992)  0.414
H (3.2926, -2.5653, -3.5481)  0.227
O (4.3234, -4.5197, -4.0928)  -0.690
S (4.1356, -5.1709, -5.3574)  1.306
O (2.8098, -5.3067, -5.8766)  -0.640
O (4.8579, -6.5760, -5.3086)  -0.290
C (4.5308, -7.4548, -4.1956)  -0.343
C (3.1987, -8.1473, -4.3699)  -0.968
C (5.1678, -4.4171, -6.5611)  -0.906
H (4.5743, -6.8731, -3.2747)  0.319
H (5.3537, -8.1657, -4.1846)  0.277
H (2.3698, -7.4440, -4.3133)  0.293
H (3.0793, -8.8895, -3.5802)  0.387
H (3.1525, -8.6497, -5.3359)  0.264
H (6.1731, -4.3369, -6.1578)  0.311
H (4.7447, -3.4311, -6.7452)  0.293
H (5.1473, -5.0210, -7.4644)  0.360

Forces on the atoms, in the same order (eV/Å):
C -0.264 -0.035 0.265
C -0.075 0.204 0.228
C -0.204 0.274 0.006
O 0.087 -0.067 0.107
C 0.626 0.499 1.149
O -0.740 -0.213 -0.298
N -0.162 0.301 -1.913
C 0.698 0.049 0.274
C 0.324 -0.337 0.018
C 0.244 -0.132 -0.110
C 1.498 0.695 0.297
O -1.721 -0.684 -0.589
Br 0.250 -0.387 0.672
H -0.139 0.223 0.160
H -0.746 0.370 -0.761
H 0.283 -0.009 -0.228
H -0.416 -0.080 -0.049
H 0.192 -0.215 -0.164
H 0.258 -0.129 0.052
H -0.028 -0.348 0.093
H -0.332 0.240 0.040
H -0.173 -0.254 0.223
H -0.025 -0.426 -0.061
H -0.225 0.139 -0.095
H 0.236 0.337 -0.164
H -0.344 0.051 0.014
H 0.192 0.121 0.414
O -0.036 0.098 0.002
S 0.025 -0.415 -0.068
O -0.183 -0.315 -0.056
O -0.002 0.146 0.054
C 0.116 -0.187 0.012
C -0.085 0.078 -0.027
C -0.039 0.042 -0.030
H -0.013 0.037 -0.026
H -0.032 0.029 0.018
H 0.026 -0.014 -0.018
H -0.003 0.004 0.006
H 0.015 -0.031 0.033
H 0.006 -0.001 0.005
H 0.015 -0.010 0.006
H -0.002 0.007 0.002
O 0.490 0.144 0.300
S 0.496 -0.669 -0.526
O 0.310 -1.418 -2.619
O -0.125 0.029 0.145
C 0.327 0.183 0.090
C 0.746 0.072 -0.248
C 0.097 0.417 0.146
H -0.042 -0.016 -0.026
H -0.007 -0.067 -0.008
H 1.856 0.219 0.197
H 0.084 -0.009 0.012
H 0.017 0.029 0.012
H -0.011 -0.028 -0.007
H 0.073 0.055 0.064
H -0.018 0.095 -0.083
O -0.008 0.126 -0.067
S -0.017 -0.349 0.008
O 0.072 0.091 0.013
O 0.067 0.179 -0.010
C -0.002 -0.380 0.041
C -1.258 0.853 1.615
C -0.029 0.040 -0.002
H 0.051 0.041 -0.014
H -0.027 0.048 0.056
H -1.896 -0.172 0.445
H -0.130 0.591 0.771
H -0.160 0.234 0.162
H 0.005 -0.001 0.000
H -0.005 0.004 0.004
H 0.005 0.008 -0.004
O -0.053 0.091 0.050
S -0.030 -0.117 -0.028
O -0.029 0.020 0.000
O 0.117 0.017 0.004
C -0.033 0.076 -0.150
C -0.015 -0.053 0.084
C -0.080 -0.073 0.047
H -0.013 -0.004 0.043
H 0.015 -0.033 0.017
H -0.013 0.005 -0.007
H 0.005 -0.006 -0.011
H 0.017 0.009 -0.033
H 0.013 -0.001 -0.011
H 0.025 0.053 0.005
H 0.000 -0.022 0.014
O -0.087 0.002 0.081
S 0.171 0.086 -0.021
O -0.007 0.007 0.021
O -0.105 -0.091 -0.054
C 0.071 -0.074 0.169
C -0.021 0.064 -0.094
C -0.011 0.018 -0.050
H -0.017 0.043 -0.024
H -0.002 -0.004 -0.051
H 0.010 0.007 0.014
H 0.006 -0.011 0.000
H 0.009 -0.036 0.022
H -0.002 0.000 0.004
H 0.008 0.004 0.010
H -0.011 0.016 -0.008

Calculated values
HOMO-LUMO gap   9.821 eV
SMILES   CCCOC(=O)N(CC)CC(=O)Br.CCOS(C)(=O)=O.CCOS(C)(=O)=O.CCOS(C)(=O)=O.CCOS(C)(=O)=O.CCOS(C)(=O)=O
Net charge   0

=====

This record from the OMol25 dataset describes a cluster of 8 separate species, C23H55BrN8O9P in total. The level of theory is ωB97M-V/def2-TZVPD.

Each line ends with the Mulliken charge.
CARTESIAN COORDINATES (ANGSTROEM)
C (-2.1611, 3.1014, -3.0726)  -0.318
O (-2.5523, 3.9549, -2.0359)  -0.344
C (-3.5537, 4.9439, -2.3905)  -0.500
N (-4.8748, 4.5411, -2.1503)  -0.335
P (-6.0180, 4.1562, -3.1355)  0.101
O (-6.2012, 2.4821, -3.0015)  -0.426
Br (-5.1046, 4.1358, -5.3445)  -0.510
H (-2.7152, 3.2653, -4.0045)  0.230
H (-2.3118, 2.0552, -2.7704)  -0.036
H (-1.0904, 3.2072, -3.2942)  0.259
H (-3.3659, 5.2408, -3.4308)  0.438
H (-3.2855, 5.7894, -1.7451)  0.170
H (-5.3862, 2.0661, -3.3054)  0.283
C (-1.0498, -1.8503, 1.2331)  -1.360
C (-0.8517, -1.5380, -0.2335)  0.868
O (0.0095, -2.1136, -0.8984)  -0.724
N (-1.6381, -0.5932, -0.7670)  -0.048
C (-2.6700, 0.2080, -0.1272)  -0.884
H (-0.3379, -2.6208, 1.5135)  0.328
H (-0.8722, -0.9567, 1.8320)  0.331
H (-2.0612, -2.2102, 1.4260)  0.373
H (-1.4456, -0.4088, -1.7391)  0.194
H (-3.6181, 0.0571, -0.6451)  0.335
H (-2.3946, 1.2603, -0.1901)  0.257
H (-2.7897, -0.0631, 0.9153)  0.330
C (-8.9526, 1.5492, -1.8619)  -1.097
C (-10.2905, 2.1618, -1.5292)  0.662
O (-10.4229, 3.2401, -0.9811)  -0.656
N (-11.4063, 1.4396, -1.8729)  -0.119
C (-11.4780, 0.1493, -2.5217)  -0.541
H (-8.1572, 2.2137, -1.5481)  0.219
H (-8.8433, 0.5951, -1.3417)  0.360
H (-8.8491, 1.3838, -2.9334)  0.376
H (-12.2681, 1.9000, -1.6294)  0.205
H (-12.0219, 0.2261, -3.4670)  0.279
H (-11.9894, -0.5835, -1.8916)  -0.037
H (-10.4852, -0.2331, -2.7310)  0.322
C (1.7725, 3.1350, 0.6992)  -1.446
C (1.3171, 1.7909, 0.1740)  0.795
O (0.1875, 1.3704, 0.3667)  -0.565
N (2.2083, 1.0541, -0.5314)  -0.007
C (3.5857, 1.3719, -0.8709)  -0.635
H (0.9392, 3.5849, 1.2291)  0.309
H (2.6169, 3.0216, 1.3804)  0.375
H (2.0682, 3.7925, -0.1187)  0.379
H (1.8322, 0.1704, -0.8479)  0.168
H (3.7003, 1.3989, -1.9575)  0.286
H (4.2617, 0.6213, -0.4649)  0.102
H (3.8596, 2.3428, -0.4699)  0.304
C (5.3479, -2.7126, 0.4659)  -1.244
C (6.3402, -1.5697, 0.4645)  0.871
O (5.9690, -0.4053, 0.3397)  -0.755
N (7.6467, -1.8657, 0.6033)  0.009
C (8.2650, -3.1682, 0.7623)  -0.732
H (4.3503, -2.3021, 0.3451)  0.252
H (5.5473, -3.4039, -0.3534)  0.352
H (5.3930, -3.2660, 1.4044)  0.338
H (8.2578, -1.0589, 0.5912)  0.183
H (8.8063, -3.2104, 1.7060)  0.124
H (8.9655, -3.3544, -0.0540)  0.231
H (7.5135, -3.9510, 0.7648)  0.368
C (11.3520, -0.5626, -1.8286)  -1.376
C (10.5050, 0.1427, -0.7950)  0.872
O (10.1237, -0.4267, 0.2189)  -0.758
N (10.1680, 1.4313, -1.0285)  -0.144
C (10.5151, 2.2597, -2.1656)  -0.861
H (11.5222, -1.5781, -1.4865)  0.293
H (10.8436, -0.5922, -2.7925)  0.381
H (12.3131, -0.0635, -1.9551)  0.385
H (9.5922, 1.8354, -0.3055)  0.235
H (11.0746, 3.1398, -1.8456)  0.293
H (9.6171, 2.5949, -2.6856)  0.296
H (11.1271, 1.7002, -2.8649)  0.322
C (-13.5621, -3.1693, 1.9826)  -1.294
C (-13.3449, -2.7315, 0.5499)  0.832
O (-12.4870, -3.2316, -0.1536)  -0.634
N (-14.1541, -1.7474, 0.0698)  -0.112
C (-15.2200, -1.0436, 0.7511)  -0.833
H (-12.8433, -3.9513, 2.2038)  0.286
H (-13.4086, -2.3393, 2.6728)  0.351
H (-14.5702, -3.5602, 2.1249)  0.356
H (-13.9568, -1.4988, -0.8868)  0.189
H (-16.1718, -1.1872, 0.2361)  0.289
H (-15.0147, 0.0275, 0.7908)  0.285
H (-15.3217, -1.4095, 1.7672)  0.302
C (11.2547, -3.6900, 5.1964)  -1.375
C (9.8955, -3.2725, 4.6785)  0.887
O (9.2210, -4.0040, 3.9741)  -0.658
N (9.4468, -2.0374, 5.0232)  -0.145
C (10.1028, -1.0366, 5.8380)  -0.844
H (11.4582, -4.6907, 4.8299)  0.307
H (12.0328, -3.0145, 4.8397)  0.358
H (11.2732, -3.6992, 6.2866)  0.363
H (8.5391, -1.8183, 4.6418)  0.220
H (9.5000, -0.7935, 6.7145)  0.293
H (10.2632, -0.1194, 5.2693)  0.278
H (11.0666, -1.4018, 6.1768)  0.311

Forces on the atoms, in the same order (eV/Å):
C 0.018 -0.398 -0.117
O 0.217 0.159 -0.014
C 0.176 0.105 0.684
N 0.781 0.407 -0.593
P -1.388 -0.197 1.004
O -0.013 -0.017 -0.478
Br 0.364 -0.027 -0.769
H -0.020 0.045 0.149
H -0.059 0.002 -0.042
H -0.013 0.110 0.053
H -0.095 -0.049 -0.077
H -0.011 -0.020 0.002
H 0.152 -0.187 0.163
C 0.044 -0.046 -0.020
C 0.204 0.056 0.123
O 0.013 0.069 0.039
N -0.391 -0.260 -0.128
C 0.215 0.094 -0.394
H 0.017 -0.013 -0.024
H -0.028 0.020 -0.003
H -0.018 0.040 0.028
H 0.029 0.093 0.026
H -0.066 0.050 0.091
H -0.071 0.037 0.100
H 0.056 -0.046 0.023
C -0.140 0.078 0.194
C -0.044 -0.102 -0.094
O 0.006 0.013 0.071
N 0.073 -0.072 0.028
C -0.211 0.118 0.005
H -0.022 0.068 -0.017
H 0.027 -0.040 -0.073
H 0.043 -0.019 -0.004
H 0.008 0.028 -0.011
H 0.059 -0.062 -0.041
H 0.079 -0.047 0.017
H 0.037 0.037 0.007
C -0.060 -0.027 0.006
C 0.059 -0.086 -0.147
O -0.061 0.111 0.281
N 0.061 0.029 -0.011
C -0.245 -0.210 -0.070
H -0.032 -0.010 -0.007
H 0.033 0.016 -0.028
H 0.037 0.004 0.004
H 0.005 -0.015 0.025
H 0.054 0.091 0.004
H 0.044 0.109 -0.005
H -0.006 0.020 0.009
C -0.006 0.077 -0.001
C -0.131 0.006 -0.024
O 0.109 -0.101 0.053
N -0.087 0.031 0.017
C 0.044 0.243 0.018
H -0.005 0.032 -0.003
H 0.013 -0.041 0.025
H 0.019 -0.045 -0.017
H 0.107 -0.122 -0.008
H 0.008 -0.133 0.004
H -0.012 -0.045 -0.006
H -0.016 -0.012 0.003
C -0.001 -0.015 0.061
C -0.053 -0.009 -0.040
O 0.133 -0.010 0.017
N 0.047 0.082 0.007
C -0.092 0.005 0.100
H -0.013 -0.011 0.030
H 0.022 0.024 -0.023
H -0.004 0.014 -0.045
H -0.042 -0.017 -0.025
H 0.037 -0.007 -0.018
H 0.003 -0.019 -0.038
H 0.011 -0.003 -0.018
C 0.042 -0.009 -0.041
C -0.034 0.018 0.062
O 0.013 -0.028 -0.022
N -0.048 0.002 -0.014
C 0.076 0.032 -0.140
H 0.023 -0.010 -0.022
H -0.035 0.005 0.014
H -0.015 0.028 0.025
H 0.000 0.005 0.001
H -0.025 -0.032 0.040
H 0.009 0.005 0.058
H -0.010 0.003 0.021
C -0.047 -0.033 -0.029
C 0.016 0.083 0.008
O 0.030 -0.089 -0.002
N -0.011 0.013 0.041
C -0.111 -0.004 -0.081
H -0.022 -0.017 -0.019
H 0.011 0.018 0.032
H 0.028 0.030 0.008
H 0.010 0.008 -0.019
H 0.027 -0.013 0.032
H 0.044 0.001 -0.001
H 0.018 0.004 0.011

Calculated values
HOMO-LUMO gap   5.289 eV
Net charge   -1

=====

Number 1: strongest force on any atom 2.994 eV/Å, HOMO level -9.346 eV, DFT total energy -6882.68685 a.u.. Number 2: strongest force on any atom 1.724 eV/Å, HOMO level -3.777 eV, DFT total energy -4940.12312 a.u..